Arrangement i

The following is a DFT calculation (ωB97M-V/def2-TZVPD) of a 2-piece molecular cluster, C6H10N overall.

Output
Total charge: +1

Last column: natural (NBO) charge in e.
Atoms and positions in Å:
C: 0.905 0.987 -0.470  -0.08
C: 1.787 1.477 -1.082  -0.12
C: -0.406 -1.243 -0.314  -0.39
C: -1.922 -0.927 -0.201  -0.50
C: -0.041 0.062 0.294  -0.34
C: -1.520 0.400 0.343  0.54
N: -2.151 1.448 0.667  -0.62
H: 5.675 -1.092 0.655  0.02
H: 2.610 2.118 -1.228  0.26
H: -0.144 -2.198 0.160  0.25
H: -0.119 -1.385 -1.338  0.25
H: -2.431 -0.921 -1.120  0.28
H: -2.576 -1.544 0.462  0.28
H: 0.194 0.033 1.370  0.29
H: 4.978 -0.972 0.656  -0.02
H: -1.657 2.309 0.643  0.44
H: -3.182 1.448 0.501  0.44



Arrangement ii

The following is a DFT calculation (ωB97M-V/def2-TZVPD) of an isolated ion of composition C6H10N and charge +1.

Output
Total charge: +1
SMILES: CCC1=C2[C@@H](C)[N@H+]12

Last column: natural (NBO) charge in e.
Atoms and positions in Å:
C: -1.819 0.592 -1.913  -0.59
C: -0.331 0.428 -1.892  -0.48
C: 0.122 -0.033 -0.583  0.28
C: -0.144 -0.742 0.578  0.19
C: 0.480 0.143 1.561  -0.10
C: 1.220 -0.271 2.728  -0.68
N: 1.174 0.274 0.308  -0.34
H: -2.101 1.028 -1.001  0.21
H: -2.378 -0.223 -2.082  0.23
H: -2.099 1.289 -2.662  0.24
H: 0.081 1.440 -1.795  0.27
H: 0.206 0.039 -2.819  0.29
H: -0.111 1.075 1.918  0.27
H: 0.566 -0.277 3.679  0.28
H: 2.083 0.359 2.898  0.26
H: 1.481 -1.286 2.819  0.25
H: 2.067 -0.187 0.380  0.42



Arrangement iii

The following is a DFT calculation (ωB97M-V/def2-TZVPD) of an isolated ion of composition C6H10N and charge +1.

Output
Total charge: +1
SMILES: C=C1CC[C@@]12C[NH2+]2

Last column: natural (NBO) charge in e.
Atoms and positions in Å:
C: -1.295 1.777 -0.159  -0.32
C: -0.911 0.553 0.139  -0.04
C: -1.608 -0.787 0.022  -0.43
C: -0.229 -1.556 0.103  -0.40
C: 0.384 -0.160 0.124  0.09
C: 1.532 0.189 -0.711  -0.19
N: 1.690 0.185 0.769  -0.53
H: -0.498 2.476 -0.280  0.19
H: -2.211 2.346 -0.251  0.25
H: -2.172 -1.131 0.978  0.25
H: -2.318 -0.811 -0.834  0.26
H: 0.080 -2.181 0.876  0.23
H: 0.107 -2.064 -0.896  0.23
H: 2.067 -0.420 -1.375  0.26
H: 1.386 1.313 -1.040  0.24
H: 2.078 -0.700 1.168  0.44
H: 1.918 0.970 1.366  0.46



Arrangement iv

The following is a DFT calculation (ωB97M-V/def2-TZVPD) of C6H10N as an isolated structure.

Output
Total charge: +1

Last column: natural (NBO) charge in e.
Atoms and positions in Å:
C: -0.848 -0.417 1.450  -0.21
C: -1.223 -1.019 0.361  0.36
C: -1.129 -0.816 -1.040  -0.28
C: 0.196 0.349 0.821  -0.03
C: 0.009 1.859 0.788  -0.65
C: 1.283 -0.933 -1.101  -0.44
N: 0.099 -0.248 -0.621  -0.27
H: -1.313 -0.327 2.401  0.29
H: -0.997 -1.703 -1.558  0.26
H: -1.962 -0.224 -1.610  0.27
H: 1.176 0.046 1.088  0.24
H: -1.064 2.198 0.884  0.25
H: 0.726 2.439 0.039  0.27
H: 0.346 2.122 1.828  0.24
H: 1.495 -1.927 -0.544  0.22
H: 1.002 -1.119 -2.195  0.24
H: 2.204 -0.281 -0.993  0.25



Least stable of them? arrangement ii.



Arrangement i

The following is a DFT calculation (ωB97M-V/def2-TZVPD) of C27H30F5N5O5SSeTeW as an isolated structure.

Output
Total charge: -2

Last column: Mulliken charge in e.
Atoms and positions in Å:
W: -0.850 0.339 -0.397  1.98
C: -1.434 -1.969 2.956  0.18
C: -0.711 -0.783 3.603  -1.03
C: -0.758 0.492 2.764  -0.92
N: 0.093 0.407 1.565  0.72
C: 1.355 0.759 1.657  1.08
C: 1.935 1.444 2.746  -1.02
C: 3.257 1.629 3.084  -0.50
C: 4.416 1.108 2.519  -0.80
C: 4.470 0.403 1.329  -0.45
C: 3.477 0.178 0.393  -0.95
C: 2.110 0.522 0.414  0.63
N: 1.348 0.549 -0.659  0.41
C: 2.023 0.497 -1.955  -1.68
C: 1.119 0.975 -3.086  -0.68
C: 0.095 -0.095 -3.441  -0.94
N: -0.263 -0.735 -2.194  -0.14
C: -1.408 -1.562 -2.138  1.81
C: -2.017 -2.021 -3.413  -1.98
C: -2.139 -3.255 -3.918  -0.57
C: -1.778 -4.522 -3.351  -0.70
C: -1.314 -4.748 -2.102  -0.91
C: -1.011 -3.856 -1.031  -0.29
C: -1.053 -2.496 -0.990  1.20
N: -0.638 -1.712 0.052  -0.07
C: 0.214 -2.365 1.046  -0.98
C: -0.533 -2.964 2.240  -1.30
H: -2.171 -1.596 2.247  -0.43
H: -2.034 -2.498 3.698  0.52
H: 0.336 -1.030 3.833  0.33
H: -1.192 -0.548 4.555  0.52
H: -0.454 1.344 3.373  0.35
H: -1.781 0.689 2.458  0.36
H: 1.226 1.942 3.392  0.27
H: 3.406 2.253 3.961  0.35
H: 5.349 1.280 3.042  0.32
H: 5.445 0.011 1.054  0.34
H: 3.792 -0.344 -0.502  0.39
H: 2.371 -0.523 -2.165  0.43
H: 2.914 1.132 -1.892  0.87
H: 1.721 1.233 -3.961  0.54
H: 0.603 1.885 -2.760  0.29
H: 0.578 -0.855 -4.077  0.42
H: -0.733 0.334 -4.015  0.32
H: -2.424 -1.202 -3.994  0.22
H: -2.609 -3.310 -4.897  0.35
H: -1.942 -5.388 -3.983  0.29
H: -1.142 -5.792 -1.854  0.28
H: -0.704 -4.353 -0.122  0.21
H: 0.946 -1.653 1.414  0.04
H: 0.788 -3.149 0.541  0.85
H: 0.230 -3.355 2.927  0.50
H: -1.145 -3.809 1.917  0.51
O: -4.454 0.792 -1.550  -0.54
S: -3.178 1.063 -2.078  1.48
O: -3.261 1.093 -3.525  -0.70
O: -2.437 -0.700 -1.426  -0.87
O: -1.608 1.437 -1.946  -0.50
Se: -0.453 3.185 0.356  0.06
C: 1.285 3.985 0.200  0.09
C: 1.680 4.939 1.155  -0.65
C: 2.903 5.567 1.054  -0.34
N: 3.797 5.334 0.087  -0.73
C: 3.426 4.435 -0.819  -0.27
C: 2.216 3.759 -0.814  0.18
H: 1.022 5.176 1.982  0.36
H: 3.190 6.301 1.802  0.34
H: 4.137 4.240 -1.618  0.35
H: 1.993 3.073 -1.618  0.16
F: -4.400 -2.264 1.634  -0.57
Te: -4.458 -0.412 0.788  1.76
F: -6.365 -0.561 1.016  -0.37
F: -4.945 -1.745 -0.828  -0.66
F: -4.987 1.561 1.017  -0.61
F: -4.202 -0.094 2.786  -0.56
O: -2.273 0.921 0.462  -0.99



Arrangement ii

The following is a DFT calculation (ωB97M-V/def2-TZVPD) of C27H30F5N5O5SSeTeW as an isolated structure.

Output
Total charge: -2

Last column: Mulliken charge in e.
Atoms and positions in Å:
W: -0.321 0.121 0.344  1.64
C: 2.708 3.005 2.495  -1.26
C: 1.664 2.187 3.258  -0.38
C: 0.206 2.496 2.920  -1.63
N: -0.280 2.222 1.560  0.50
C: -1.090 3.079 1.045  0.66
C: -1.689 4.206 1.720  -1.12
C: -2.094 5.400 1.193  -0.38
C: -2.021 5.860 -0.135  -0.44
C: -1.841 5.062 -1.240  -0.93
C: -1.809 3.666 -1.312  -0.21
C: -1.618 2.728 -0.297  1.19
N: -1.875 1.428 -0.389  -0.13
C: -3.047 0.991 -1.155  -1.15
C: -2.787 -0.242 -2.000  -0.70
C: -1.504 -0.060 -2.770  -1.63
N: -0.332 0.146 -1.905  1.16
C: 0.799 0.385 -2.499  0.37
C: 0.965 0.329 -3.923  -0.82
C: 2.085 0.425 -4.693  -0.57
C: 3.436 0.579 -4.324  -0.64
C: 3.896 0.776 -3.055  -0.75
C: 3.175 0.965 -1.864  -0.21
C: 1.824 0.883 -1.590  1.02
N: 1.292 1.375 -0.433  -0.20
C: 2.030 2.551 0.065  -1.52
C: 3.092 2.363 1.161  -0.31
H: 2.350 4.031 2.334  0.31
H: 3.609 3.073 3.113  0.44
H: 1.888 1.138 3.115  -0.01
H: 1.755 2.391 4.330  0.51
H: -0.428 1.928 3.609  0.18
H: 0.069 3.559 3.126  0.79
H: -1.810 4.093 2.789  0.50
H: -2.463 6.119 1.920  0.34
H: -2.185 6.919 -0.301  0.31
H: -1.819 5.571 -2.199  0.35
H: -1.918 3.238 -2.302  0.26
H: -3.836 0.767 -0.428  0.25
H: -3.388 1.819 -1.781  0.57
H: -2.708 -1.117 -1.368  -0.06
H: -3.614 -0.404 -2.696  0.63
H: -1.336 -0.935 -3.405  0.61
H: -1.598 0.835 -3.404  0.54
H: 0.063 0.136 -4.479  0.28
H: 1.904 0.315 -5.758  0.32
H: 4.169 0.544 -5.121  0.31
H: 4.973 0.859 -2.947  0.36
H: 3.787 1.210 -1.006  0.27
H: 2.504 3.007 -0.807  0.99
H: 1.291 3.265 0.417  0.36
H: 3.261 1.301 1.325  0.32
H: 4.033 2.803 0.812  0.26
O: 3.015 -0.702 1.888  -0.77
S: 1.707 -1.282 1.709  1.44
O: 1.517 -2.508 2.412  -0.68
O: 1.323 -1.256 0.226  -0.37
O: 0.603 -0.226 2.134  -0.69
Se: 0.158 -2.909 -2.349  -0.44
C: 0.744 -4.562 -3.006  0.21
C: 1.100 -5.621 -2.150  -0.39
C: 1.529 -6.823 -2.676  -0.29
N: 1.645 -7.098 -3.983  -0.73
C: 1.304 -6.093 -4.798  -0.29
C: 0.867 -4.853 -4.379  -0.35
H: 1.017 -5.486 -1.079  0.38
H: 1.804 -7.634 -2.004  0.33
H: 1.389 -6.304 -5.863  0.31
H: 0.615 -4.087 -5.103  0.28
F: -1.705 0.217 1.727  -0.70
Te: -1.345 -2.621 1.767  1.39
F: -1.555 -4.171 2.907  -0.48
F: -0.108 -3.764 0.842  -0.36
F: -2.406 -3.745 0.655  -0.41
F: -3.224 -2.117 2.121  -0.53
O: -1.280 -1.325 -0.025  -0.43



Least stable of them? arrangement i.



Arrangement i

The following is a DFT calculation (ωB97M-V/def2-TZVPD) of an isolated ion of composition C6H9N2O2 and charge +1.

Output
Total charge: +1

Last column: natural (NBO) charge in e.
Atoms and positions in Å:
C: 0.050 0.019 0.425  0.57
C: 3.342 -1.325 1.234  0.21
C: 0.023 1.767 -1.373  0.46
C: -2.014 0.667 -0.158  -0.39
C: -1.901 -0.848 -0.333  -0.23
C: -0.536 1.271 -0.018  -0.45
N: 1.678 0.132 0.843  -0.26
N: -0.539 -1.149 0.155  -0.51
O: 0.433 0.952 -2.138  -0.48
O: 2.245 -1.063 0.765  -0.20
H: 3.827 -2.310 1.117  0.21
H: 3.927 -0.497 1.654  0.19
H: -0.293 2.876 -1.568  0.16
H: -2.557 1.070 -0.971  0.25
H: -2.422 0.906 0.819  0.24
H: -2.730 -1.452 0.201  0.25
H: -1.993 -1.097 -1.419  0.23
H: -0.383 2.189 0.617  0.29
H: -0.156 -2.108 0.147  0.46



Arrangement ii

The following is a DFT calculation (ωB97M-V/def2-TZVPD) of a 2-piece molecular cluster, C6H9N2O2 overall.

Output
Total charge: +1

Last column: natural (NBO) charge in e.
Atoms and positions in Å:
C: -1.416 0.475 -0.833  -0.04
C: -0.701 -0.246 0.037  -0.06
C: 0.536 1.647 -0.498  0.30
C: -0.998 -2.959 -3.735  1.02
C: 0.683 0.783 1.608  -0.45
C: 1.633 -0.789 -0.255  -0.36
N: -0.639 1.644 -1.090  -0.57
N: 0.672 0.342 0.201  -0.33
O: -2.049 -3.292 -3.985  -0.49
O: -0.007 -2.513 -3.471  -0.53
H: -2.366 0.248 -1.325  0.28
H: -0.852 -1.247 0.421  0.25
H: 1.420 1.588 1.777  0.27
H: -0.355 1.272 1.844  0.26
H: 0.845 -0.140 2.308  0.25
H: 2.618 -0.457 -0.062  0.25
H: 1.219 -1.572 0.360  0.22
H: 1.569 -0.935 -1.348  0.26
H: -0.982 2.405 -1.773  0.48



Least stable of them? arrangement i.



Arrangement i

The following is a DFT calculation (ωB97M-V/def2-TZVPD) of a 2-piece molecular cluster, C6H8N2O2 overall.

Output
SMILES: O=c1cc[nH]c(=O)[nH]1.C=C

Last column: natural (NBO) charge in e.
Atoms and positions in Å:
O: -0.523 -1.982 0.494  -0.56
C: -0.020 -1.073 -0.129  0.63
C: -0.535 0.232 -0.278  -0.36
C: -0.233 0.812 -1.373  0.06
N: 0.647 0.240 -2.322  -0.62
C: 1.488 -0.769 -2.108  0.78
O: 2.557 -1.007 -2.791  -0.62
N: 1.105 -1.380 -0.871  -0.64
H: -1.179 0.613 0.462  0.25
H: -0.812 1.741 -1.762  0.23
H: 1.351 0.961 -2.746  0.43
H: 1.374 -2.374 -0.889  0.43
C: -1.678 2.095 3.840  -0.40
C: -2.516 2.364 4.757  -0.39
H: -1.927 1.392 2.999  0.19
H: -0.662 2.521 3.986  0.20
H: -3.582 1.912 5.030  0.21
H: -2.135 3.147 5.400  0.19



Arrangement ii

The following is a DFT calculation (ωB97M-V/def2-TZVPD) of a 2-piece molecular cluster, C6H8N2O2 overall.

Output
SMILES: O=c1cc[nH]c(=O)[nH]1.C=C

Last column: natural (NBO) charge in e.
Atoms and positions in Å:
O: 1.363 2.306 -1.016  -0.54
C: 1.470 1.190 -0.579  0.67
C: 1.532 0.917 0.908  -0.44
C: 1.302 -0.304 1.538  0.09
N: 0.907 -1.396 0.764  -0.62
C: 1.122 -1.276 -0.656  0.79
O: 0.719 -2.227 -1.357  -0.61
N: 1.715 -0.113 -1.230  -0.68
H: 1.207 1.772 1.612  0.24
H: 1.295 -0.598 2.535  0.21
H: 0.621 -2.249 1.283  0.44
H: 1.884 -0.056 -2.316  0.45
C: -2.822 -0.232 -0.341  -0.41
C: -2.216 0.998 -0.153  -0.43
H: -2.731 -0.979 -1.335  0.22
H: -3.074 -0.691 0.691  0.19
H: -1.785 1.497 -1.112  0.22
H: -2.508 1.439 0.763  0.21



Least stable of them? arrangement ii.